No. 1
Below is C31H33CaN10Se as an isolated structure, with properties calculated with wB97M-V/def2-TZVPD.

Calculated values
LUMO level ... -3.451 eV
HOMO energy ... -0.39420 hartree
M ... 664.71 g/mol
Orbital gap ... 7.276 eV

```
! RIJCOSX wB97M-V def2-TZVPD def2/J DEFGRID3
* xyz 1 1
Ca -0.385 -1.081 -1.671
N -4.883 0.115 -1.488
C -3.752 -0.544 -1.286
N -2.824 -0.765 -2.180
C -3.001 -0.224 -3.455
N -2.082 -0.288 -4.373
N -0.956 -0.956 -3.944
C -0.012 -1.061 -4.795
C 1.206 -1.806 -4.437
C 2.208 -1.997 -5.373
C 3.325 -2.739 -5.018
C 3.398 -3.265 -3.742
C 2.355 -3.015 -2.861
N 1.279 -2.302 -3.185
C -4.254 0.460 -3.762
C -4.536 0.969 -5.034
C -5.717 1.639 -5.262
C -6.636 1.818 -4.225
C -6.380 1.322 -2.965
C -5.187 0.641 -2.742
H -5.403 0.390 -0.661
H -3.606 -0.895 -0.272
H -0.100 -0.623 -5.786
H 2.106 -1.576 -6.365
H 4.122 -2.905 -5.731
H 4.243 -3.856 -3.419
H 2.386 -3.409 -1.852
H -3.810 0.828 -5.822
H -5.935 2.031 -6.247
H -7.560 2.349 -4.411
H -7.087 1.454 -2.155
C 1.947 -3.945 3.144
C 1.666 -2.704 3.984
C 0.191 -2.314 4.011
C -0.317 -1.750 2.689
N 0.304 -0.464 2.374
C 1.254 -0.230 1.444
Se 1.866 -1.425 0.141
N 1.654 1.048 1.560
C 2.681 1.684 0.728
C 4.092 1.281 1.145
C 4.495 1.720 2.551
C 4.711 3.225 2.689
C 0.925 1.671 2.575
C 0.901 2.981 3.031
C -0.009 3.281 4.027
C -0.874 2.312 4.547
C -0.854 1.008 4.087
C 0.068 0.710 3.092
H 2.993 -4.243 3.229
H 1.743 -3.773 2.085
H 1.335 -4.786 3.479
H 2.263 -1.861 3.618
H 1.994 -2.876 5.010
H 0.012 -1.584 4.803
H -0.419 -3.189 4.254
H -1.397 -1.595 2.719
H -0.089 -2.420 1.864
H 2.526 2.759 0.800
H 2.483 1.392 -0.301
H 4.786 1.709 0.416
H 4.172 0.197 1.050
H 5.422 1.206 2.815
H 3.749 1.376 3.276
H 5.411 3.587 1.932
H 5.123 3.474 3.667
H 3.785 3.791 2.577
H 1.543 3.745 2.618
H -0.063 4.293 4.406
H -1.578 2.592 5.319
H -1.535 0.265 4.479
N -0.622 1.077 -0.848
C -1.317 1.479 0.009
N -1.989 1.944 1.005
C -3.234 1.514 1.144
N -4.322 1.127 1.271
*
```

Löwdin population analysis, charges in e, atoms 1 to 6: 1.200, 0.141, -0.168, 0.019, -0.277, 0.071

***

No. 2
Below is C31H33Cl2N5O7OsSSi as an isolated structure, with properties calculated with wB97M-V/def2-TZVPD.

Calculated values
LUMO level (alpha / beta) ... -7.335 / -7.335 eV
HOMO energy (alpha / beta) ... -0.51429 / -0.51430 hartree
Energy above the lowest of the compared OMol25 structures with the same formula, charge and spin ... 0.024 eV
M ... 908.92 g/mol
Orbital gap (alpha / beta) ... 6.659 / 6.660 eV

```
! RIJCOSX wB97M-V def2-TZVPD def2/J DEFGRID3
* xyz 2 1
Os 0.628 -0.142 -0.175
Cl 2.186 1.141 1.606
C 1.675 1.654 3.268
Cl -0.061 1.702 3.464
H 2.091 2.647 3.397
H 2.109 0.934 3.952
C 2.337 -0.180 -1.167
Si 1.824 1.338 -2.315
C -0.086 1.553 -2.184
N -0.621 1.391 -0.798
C -2.080 1.018 -0.833
C -2.944 2.121 -1.428
C -2.680 3.493 -0.781
C -1.751 3.333 0.413
C -0.442 2.684 -0.006
C 2.717 2.853 -1.735
C 2.202 4.114 -2.054
C 2.893 5.271 -1.731
C 4.117 5.185 -1.082
C 4.650 3.943 -0.766
C 3.956 2.788 -1.091
C 2.138 0.782 -4.056
C 3.191 -0.057 -4.421
C 3.424 -0.357 -5.754
C 2.609 0.181 -6.741
C 1.563 1.024 -6.396
C 1.329 1.320 -5.062
H 3.249 0.077 -0.625
H 2.495 -1.058 -1.793
H -0.535 0.793 -2.824
H -0.390 2.526 -2.581
H -2.369 0.789 0.192
H -2.167 0.103 -1.415
H -3.980 1.812 -1.282
H -2.799 2.161 -2.509
H -3.614 3.961 -0.476
H -2.218 4.170 -1.504
H -2.231 2.758 1.208
H -1.500 4.302 0.849
H 0.166 2.472 0.864
H 0.120 3.369 -0.641
H 1.256 4.208 -2.579
H 2.483 6.237 -1.992
H 4.660 6.086 -0.831
H 5.611 3.876 -0.275
H 4.406 1.832 -0.851
H 3.852 -0.474 -3.670
H 4.246 -1.005 -6.026
H 2.793 -0.054 -7.780
H 0.932 1.450 -7.164
H 0.509 1.988 -4.818
S -0.264 -1.616 -1.774
C -0.638 -3.112 -0.932
N -1.604 -3.120 0.008
C -2.035 -4.231 0.629
C -1.493 -5.450 0.309
C -0.496 -5.494 -0.662
C -0.067 -4.329 -1.278
H -2.033 -2.237 0.279
H -2.820 -4.088 1.358
H -1.847 -6.344 0.801
H -0.053 -6.441 -0.941
H 0.703 -4.344 -2.036
O 1.413 -3.098 6.707
N 0.290 -2.749 6.422
O -0.673 -2.735 7.153
C 0.069 -2.296 5.033
C 1.113 -2.334 4.148
C 0.894 -1.889 2.845
C -0.351 -1.376 2.415
O -0.575 -0.825 1.271
C -1.394 -1.456 3.366
C -1.202 -1.868 4.658
N -2.734 -1.025 2.954
O -3.146 -1.462 1.889
O -3.346 -0.305 3.698
N 1.963 -2.056 1.899
O 1.743 -1.848 0.672
O 3.020 -2.475 2.258
H 2.076 -2.717 4.455
H -2.013 -1.861 5.375
*
```

Löwdin population analysis, charges in e, atoms 1 to 6: 1.134, 0.689, -0.840, 0.686, 0.050, 0.042

***

No. 3
Below is C31H33CoN3PS3 as an isolated structure, with properties calculated with wB97M-V/def2-TZVPD.

Calculated values
LUMO level (alpha / beta) ... -5.387 / -8.765 eV
HOMO energy (alpha / beta) ... -0.50476 / -0.51530 hartree
Energy above the lowest of the compared OMol25 structures with the same formula, charge and spin ... 0.000 eV
M ... 633.73 g/mol
Orbital gap (alpha / beta) ... 8.348 / 5.257 eV

```
! RIJCOSX wB97M-V def2-TZVPD def2/J DEFGRID3
* xyz 2 5
Co -0.264 -0.183 0.909
C -3.193 0.696 1.839
C -2.871 -0.679 2.389
N -1.421 -0.834 2.626
C -0.889 -0.200 3.853
C -0.612 1.301 3.759
S 0.157 1.878 2.203
C -1.076 3.059 1.590
C -2.097 2.489 0.592
N -2.293 1.035 0.721
H -3.075 1.453 2.614
H -4.242 0.735 1.536
H -3.153 -1.446 1.664
H -3.443 -0.864 3.302
H -1.246 -1.830 2.725
H 0.042 -0.718 4.087
H -1.567 -0.364 4.696
H 0.065 1.576 4.567
H -1.514 1.893 3.894
H -0.504 3.853 1.111
H -1.540 3.501 2.470
H -1.758 2.687 -0.419
H -3.045 3.018 0.726
H -2.712 0.722 -0.151
S -0.019 -2.931 0.484
C 1.261 -2.524 1.463
N 1.501 -1.232 1.783
C 2.579 -1.119 2.588
C 3.128 0.087 3.086
C 4.231 0.013 3.884
C 4.831 -1.235 4.208
C 4.336 -2.419 3.725
C 3.206 -2.361 2.905
S 2.389 -3.650 2.140
H 2.697 1.042 2.814
H 4.671 0.921 4.271
H 5.705 -1.247 4.845
H 4.808 -3.362 3.962
C -1.612 3.869 -3.258
C -0.315 3.740 -2.771
C 0.127 2.517 -2.294
C -0.722 1.407 -2.304
C -2.007 1.534 -2.820
C -2.452 2.767 -3.285
P -0.120 -0.129 -1.535
C -1.129 -1.450 -2.267
C -0.703 -2.206 -3.353
C -1.534 -3.181 -3.893
C -2.795 -3.401 -3.363
C -3.231 -2.651 -2.275
C -2.397 -1.689 -1.731
C 1.554 -0.308 -2.193
C 1.837 -0.030 -3.531
C 3.124 -0.192 -4.016
C 4.139 -0.627 -3.171
C 3.869 -0.894 -1.838
C 2.579 -0.733 -1.351
H -1.955 4.822 -3.635
H 0.353 4.592 -2.772
H 1.145 2.421 -1.928
H -2.664 0.674 -2.880
H -3.452 2.859 -3.688
H 0.281 -2.051 -3.780
H -1.189 -3.768 -4.733
H -3.439 -4.157 -3.791
H -4.212 -2.824 -1.853
H -2.735 -1.130 -0.864
H 1.056 0.326 -4.193
H 3.339 0.026 -5.053
H 5.144 -0.749 -3.553
H 4.662 -1.219 -1.178
H 2.376 -0.927 -0.308
*
```

Löwdin population analysis, charges in e, atoms 1 to 6: 0.421, -0.169, -0.159, -0.138, -0.218, -0.378

***

No. 4
Below is C31H33EuN5O2Se2 as an isolated structure in a non-equilibrium geometry, with properties calculated with wB97M-V/def2-TZVPD.

Calculated values
LUMO level (alpha / beta) ... -3.226 / -4.595 eV
HOMO energy (alpha / beta) ... -0.31009 / -0.36458 hartree
Energy above the lowest of the compared OMol25 structures with the same formula, charge and spin ... 4.836 eV
M ... 817.52 g/mol
Orbital gap (alpha / beta) ... 5.212 / 5.326 eV

```
! RIJCOSX wB97M-V def2-TZVPD def2/J DEFGRID3
* xyz 1 7
Eu 0.127 -0.368 0.140
C 0.553 -1.147 3.331
N -0.003 0.122 2.833
C 0.709 1.226 3.510
C 2.088 1.564 2.957
C 2.081 2.746 1.997
N 1.474 2.480 0.676
C 1.958 2.543 -1.699
C 1.403 2.079 -2.887
C 1.496 2.930 -4.044
C 1.022 2.549 -5.258
C 0.393 1.284 -5.387
C 0.236 0.458 -4.310
C 0.703 0.839 -3.029
O 0.478 0.094 -1.998
C -1.441 0.147 3.189
C -2.175 1.439 2.847
C -1.839 2.000 1.471
N -1.907 0.931 0.471
C -3.062 0.778 -0.084
C -3.524 -0.286 -0.934
C -4.844 -0.208 -1.415
C -5.388 -1.226 -2.159
C -4.606 -2.362 -2.418
C -3.314 -2.468 -1.957
C -2.735 -1.420 -1.217
O -1.502 -1.502 -0.802
H 0.430 -1.231 4.417
H 1.614 -1.221 3.088
H 0.050 -1.983 2.859
H 0.774 0.973 4.577
H 0.086 2.117 3.450
H 2.560 0.688 2.503
H 2.731 1.838 3.796
H 3.099 3.131 1.890
H 1.499 3.551 2.454
H 2.287 3.578 -1.744
H 1.992 3.887 -3.923
H 1.124 3.192 -6.121
H 0.019 0.973 -6.355
H -0.275 -0.493 -4.391
H -1.552 -0.066 4.262
H -1.909 -0.693 2.666
H -1.999 2.204 3.607
H -3.245 1.220 2.899
H -0.831 2.412 1.463
H -2.525 2.814 1.216
H -3.821 1.540 0.129
H -5.431 0.673 -1.184
H -6.400 -1.158 -2.531
H -5.027 -3.175 -2.996
H -2.708 -3.339 -2.169
Se 1.880 -2.664 -1.324
Se 3.363 -2.049 0.398
C 3.492 -0.176 -0.061
C 4.794 0.340 -0.120
C 4.920 1.745 -0.197
C 3.818 2.518 -0.278
C 2.408 1.962 -0.347
N 2.393 0.509 -0.159
C 0.679 -3.720 -0.261
C 0.441 -5.033 -0.629
C -0.528 -5.736 0.072
C -1.191 -5.114 1.113
C -0.871 -3.799 1.407
N 0.037 -3.102 0.726
H 5.651 -0.314 -0.082
H 5.902 2.201 -0.203
H 3.913 3.595 -0.334
H 1.065 3.336 0.322
H 0.999 -5.490 -1.434
H -0.755 -6.762 -0.189
H -1.947 -5.626 1.692
H -1.390 -3.276 2.202
*
```

Löwdin population analysis, charges in e, atoms 1 to 6: 1.917, -0.098, -0.284, -0.188, -0.150, -0.192

***

No. 5
Below is C31H33FNO5SSbSiZr as an isolated structure in a non-equilibrium geometry, with properties calculated with wB97M-V/def2-TZVPD.

Calculated values
LUMO level ... -5.972 eV
HOMO energy ... -0.50798 hartree
Energy above the lowest of the compared OMol25 structures with the same formula, charge and spin ... 0.701 eV
M ... 791.74 g/mol
Orbital gap ... 7.851 eV

```
! RIJCOSX wB97M-V def2-TZVPD def2/J DEFGRID3
* xyz 2 1
Zr 0.818 0.067 0.006
O -1.549 3.675 0.469
C -0.889 2.658 0.007
O 0.038 2.111 0.600
C -1.336 2.161 -1.343
O -1.076 0.765 -1.418
C -2.215 -0.093 -1.127
C -1.999 -0.877 0.159
O -2.711 -1.771 0.484
O -0.913 -0.446 0.833
H -1.169 3.977 1.312
H -0.726 2.666 -2.096
H -2.381 2.388 -1.537
H -2.312 -0.793 -1.953
H -3.128 0.497 -1.060
C 4.822 0.358 -1.506
Si 3.259 1.275 -1.837
C 3.291 2.234 -3.414
C 2.928 2.476 -0.445
N 1.883 0.128 -1.737
C 1.607 -0.820 -2.755
C 2.202 -0.903 -4.013
C 1.851 -1.916 -4.899
C 0.898 -2.870 -4.568
C 0.281 -2.820 -3.320
C 0.669 -1.798 -2.505
F 0.106 -1.714 -1.210
H 5.682 1.028 -1.589
H 4.980 -0.459 -2.215
H 4.827 -0.057 -0.494
H 3.728 3.216 -3.211
H 2.290 2.390 -3.822
H 3.903 1.766 -4.187
H 3.854 3.044 -0.305
H 2.725 2.070 0.553
H 2.148 3.198 -0.691
H 2.948 -0.177 -4.304
H 2.333 -1.953 -5.867
H 0.632 -3.649 -5.269
H -0.460 -3.541 -3.000
S 1.890 0.251 2.310
Sb 1.036 -1.849 2.896
C -0.901 -1.906 3.596
C -1.548 -3.130 3.715
C -2.833 -3.155 4.238
C -3.442 -1.975 4.642
C -2.777 -0.760 4.530
C -1.496 -0.715 3.999
C 1.494 -2.926 1.147
C 0.935 -4.177 0.890
C 1.406 -4.927 -0.179
C 2.424 -4.439 -0.994
C 2.959 -3.183 -0.761
C 2.490 -2.423 0.305
C 2.355 -2.550 4.338
C 3.121 -3.683 4.085
C 4.014 -4.123 5.053
C 4.138 -3.432 6.249
C 3.371 -2.298 6.493
C 2.472 -1.849 5.537
H -1.076 -4.059 3.421
H -3.354 -4.098 4.336
H -4.441 -2.004 5.054
H -3.256 0.152 4.859
H -0.978 0.232 3.900
H 0.149 -4.582 1.514
H 0.986 -5.907 -0.369
H 2.793 -5.040 -1.814
H 3.739 -2.791 -1.401
H 2.967 -1.470 0.516
H 3.036 -4.223 3.150
H 4.613 -5.006 4.871
H 4.837 -3.777 6.999
H 3.472 -1.765 7.429
H 1.875 -0.967 5.739
*
```

Löwdin population analysis, charges in e, atoms 1 to 6: 1.585, 0.237, -0.433, -0.059, -0.044, -0.206

***

No. 6
Below is C31H33LaN6O as an isolated structure in a non-equilibrium geometry, with properties calculated with wB97M-V/def2-TZVPD.

Calculated values
LUMO level ... -5.980 eV
HOMO energy ... -0.49315 hartree
Energy above the lowest of the compared OMol25 structures with the same formula, charge and spin ... 0.000 eV
M ... 644.55 g/mol
Orbital gap ... 7.440 eV

```
! RIJCOSX wB97M-V def2-TZVPD def2/J DEFGRID3
* xyz 2 1
La -0.027 -0.165 0.100
C -0.776 4.581 -1.432
C -0.445 3.850 -0.130
C -0.574 4.795 1.066
C -1.299 2.596 0.052
C -1.891 1.931 -1.030
C -2.826 0.910 -0.842
C -3.210 0.499 0.432
C -4.362 -0.441 0.651
C -2.530 1.066 1.509
C -1.593 2.080 1.327
H -0.198 5.502 -1.487
H -1.835 4.848 -1.469
H -0.532 4.001 -2.322
H 0.607 3.542 -0.188
H -1.616 5.089 1.218
H 0.003 5.699 0.875
H -0.194 4.368 1.995
H -1.704 2.276 -2.039
H -3.321 0.490 -1.710
H -4.074 -1.306 1.256
H -4.774 -0.797 -0.292
H -5.159 0.073 1.191
H -2.794 0.773 2.519
H -1.168 2.553 2.202
C -2.781 -3.015 -2.385
C -2.230 -3.116 -3.667
C -1.060 -2.456 -3.942
C -0.412 -1.705 -2.946
N -0.964 -1.588 -1.719
C -2.127 -2.242 -1.470
N 0.783 -1.130 -3.350
C 1.710 -0.564 -2.669
N 1.769 -0.260 -1.301
C 3.039 0.283 -1.030
N 3.560 0.627 0.086
C 3.078 0.532 1.384
C 4.064 0.582 2.379
C 3.717 0.510 3.705
C 2.368 0.404 4.051
C 1.451 0.368 3.040
N 1.775 0.422 1.724
C 3.788 0.366 -2.299
C 5.070 0.806 -2.558
C 5.515 0.722 -3.873
C 4.697 0.205 -4.879
C 3.410 -0.244 -4.603
C 2.980 -0.147 -3.295
H -3.702 -3.515 -2.118
H -2.720 -3.705 -4.431
H -0.586 -2.498 -4.912
H -2.545 -2.119 -0.476
H 5.089 0.686 2.053
H 4.479 0.545 4.473
H 2.045 0.364 5.082
H 0.392 0.301 3.274
H 5.700 1.198 -1.769
H 6.514 1.057 -4.120
H 5.075 0.149 -5.892
H 2.772 -0.656 -5.374
C -2.106 -4.656 3.459
N -1.606 -3.285 3.216
C -1.348 -2.367 4.331
C -1.353 -2.893 1.997
O -0.915 -1.743 1.717
H -2.241 -4.785 4.527
H -1.388 -5.394 3.110
H -3.064 -4.809 2.969
H -1.676 -2.837 5.251
H -1.896 -1.438 4.189
H -0.284 -2.145 4.399
H -1.545 -3.627 1.212
*
```

Löwdin population analysis, charges in e, atoms 1 to 6: 2.151, -0.057, -0.367, -0.055, -0.248, -0.077

***

- What is the M in the third record?
  633.73 g/mol